117
Properties=species:S:1:pos:R:3:mulliken_charge:R:1 method="wB97M-V/def2-TZVPD" e_above_lowest_ev=2.013 e_homo_ev=-11.9 charge=+2 lumo_ev=-6.1 orbital_gap_ev=5.75 energy_ev=-121757.789
W -0.59996 -0.35652 0.18519 2.266
N 0.76684 -0.92942 -1.08531 -0.298
S 2.28964 -0.60002 -1.33831 1.051
N 0.79454 1.26808 0.42249 -0.851
S 1.17514 2.47808 -0.37951 2.106
N 0.03994 3.03748 -1.40241 -0.671
S -1.44546 2.63508 -0.93551 1.374
N -1.63166 1.14918 -0.69851 -0.290
C -2.50826 3.28918 -2.22551 0.357
C -2.44056 2.70458 -3.47931 -0.532
C -3.25176 3.18698 -4.49221 -0.822
C -4.12296 4.23718 -4.24481 -0.565
C -4.20276 4.79268 -2.97871 -0.940
C -3.39626 4.31698 -1.95691 -0.251
C -1.67886 3.61098 0.55379 0.264
C -1.29696 4.94278 0.53239 -0.152
C -1.31136 5.65938 1.71519 -0.864
C -1.70436 5.04288 2.89249 -0.765
C -2.08206 3.70988 2.89819 -0.785
C -2.06516 2.98038 1.72079 -0.351
C 1.68824 3.78488 0.75249 0.118
C 2.21994 4.96528 0.26499 -0.562
C 2.73654 5.88218 1.16499 -0.835
C 2.72504 5.60768 2.52459 -0.612
C 2.16524 4.43208 2.99859 -0.838
C 1.64764 3.50888 2.10739 -0.240
C 2.61954 2.38318 -1.46741 -0.566
C 2.48874 2.60208 -2.82591 -0.126
C 3.60244 2.47618 -3.64301 -0.693
C 4.82774 2.13228 -3.09351 -0.695
C 4.95274 1.93948 -1.72391 -0.511
C 3.84624 2.06698 -0.90181 -0.555
C 3.24904 -1.96622 -0.63481 -0.004
C 2.60334 -3.11002 -0.20951 0.393
C 3.34864 -4.11532 0.38549 -0.410
C 4.71514 -3.95692 0.56659 -0.798
C 5.34034 -2.78422 0.17029 -0.768
C 4.60314 -1.77192 -0.42151 -0.337
C 2.51714 -0.82172 -3.13271 0.974
C 1.42534 -0.54202 -3.93731 -0.504
C 1.58904 -0.51952 -5.31331 -0.760
C 2.83904 -0.75802 -5.86611 -0.653
C 3.92004 -1.04552 -5.04751 -0.736
C 3.76574 -1.06902 -3.67091 -0.582
H -1.76026 1.88178 -3.63401 0.578
H -3.20886 2.74338 -5.47301 0.455
H -4.75296 4.61308 -5.03571 0.412
H -4.89706 5.59488 -2.78581 0.454
H -3.46626 4.73858 -0.96651 0.466
H -0.98406 5.40318 -0.39211 0.605
H -1.00406 6.69108 1.71269 0.489
H -1.70756 5.60808 3.80949 0.458
H -2.38206 3.23588 3.81759 0.503
H -2.33246 1.92928 1.68979 0.356
H 2.24814 5.15098 -0.79841 0.514
H 3.16414 6.80208 0.80009 0.495
H 3.16844 6.30748 3.21509 0.456
H 2.14684 4.22668 4.05609 0.511
H 1.24434 2.55958 2.42869 0.456
H 1.52084 2.88278 -3.20981 0.606
H 3.51794 2.64828 -4.70501 0.520
H 5.69344 2.02828 -3.72981 0.460
H 5.91574 1.70128 -1.29761 0.522
H 3.91284 1.92098 0.16629 0.580
H 1.52764 -3.16722 -0.33561 0.001
H 2.87074 -5.02162 0.72279 0.434
H 5.29554 -4.74092 1.03019 0.414
H 6.39844 -2.65122 0.33319 0.443
H 5.06494 -0.83582 -0.69891 0.385
H 0.46824 -0.34592 -3.46231 0.328
H 0.74754 -0.31262 -5.95701 0.483
H 2.97674 -0.71812 -6.93611 0.433
H 4.88784 -1.25132 -5.47661 0.467
H 4.60354 -1.28002 -3.02571 0.451
O -1.49956 -0.21912 2.01679 -0.332
C -0.55576 -0.85292 2.71529 0.463
O 0.43664 -1.17482 1.90479 -0.913
C -0.67916 -1.19672 4.08659 -0.041
C 0.32434 -1.96442 4.73259 -0.357
C 0.23734 -2.30132 6.06779 -1.246
C -0.88826 -1.89002 6.75949 1.053
O -1.21396 -2.07282 8.06389 -0.438
C -2.45566 -1.44082 8.25799 -0.260
O -2.89396 -0.90752 7.02599 -0.474
C -1.91266 -1.15632 6.12269 0.478
C -1.83356 -0.78762 4.80569 -0.937
H 1.16514 -2.28562 4.13959 0.635
H 1.00644 -2.86842 6.56359 0.462
H -2.35096 -0.62362 8.99079 0.263
H -3.18976 -2.17032 8.63199 0.256
H -2.61086 -0.22752 4.31399 0.714
F -5.85426 -2.91602 -2.30661 -0.360
C -4.70166 -2.50842 -1.75191 0.285
C -3.50586 -2.74282 -2.40771 -0.815
C -2.32456 -2.30482 -1.82761 -0.239
C -2.28386 -1.60892 -0.60101 0.309
C -3.53816 -1.44142 0.03389 -0.587
C -4.73056 -1.88082 -0.51881 -0.752
H -3.50986 -3.24972 -3.36081 0.548
H -1.39296 -2.52872 -2.34231 0.478
H -3.58516 -0.96982 1.01589 0.369
H -5.67426 -1.73352 -0.01341 0.535
C 0.11054 -6.03972 -0.56561 -0.514
N -1.25216 -5.74992 -0.22511 0.186
C -2.33516 -6.61792 -0.66181 -0.637
C -3.57506 -6.01902 0.02609 -0.559
N -3.03366 -4.82162 0.64129 0.080
C -1.70236 -4.74232 0.52089 -0.103
S -0.75166 -3.53632 1.22929 -0.211
H 0.22904 -6.06632 -1.65201 0.332
H 0.40684 -7.00912 -0.15521 0.355
H 0.74254 -5.26292 -0.14351 -0.268
H -2.13616 -7.64752 -0.34901 0.340
H -2.41216 -6.59322 -1.75481 0.329
H -3.99646 -6.69042 0.77959 0.355
H -4.36386 -5.76462 -0.68351 0.262
H -3.55676 -4.23392 1.26309 0.244